1.
{"formula": "C75H65Cl2I2N3O3P3TeW", "method": "ωB97M-V/def2-TZVPD", "symbols": ["W", "Cl", "C", "C", "C", "Cl", "C", "C", "C", "C", "N", "C", "C", "O", "H", "H", "H", "H", "I", "C", "I", "H", "H", "N", "P", "C", "C", "C", "C", "C", "C", "C", "C", "C", "C", "C", "C", "P", "C", "C", "C", "C", "C", "C", "C", "C", "C", "C", "C", "C", "H", "H", "H", "H", "H", "H", "H", "H", "H", "H", "H", "H", "H", "H", "H", "H", "H", "H", "H", "H", "H", "O", "P", "C", "C", "C", "C", "C", "C", "C", "C", "C", "C", "C", "C", "C", "C", "C", "C", "C", "C", "H", "H", "H", "H", "H", "H", "H", "H", "H", "H", "H", "H", "H", "H", "H", "C", "C", "C", "C", "C", "C", "Te", "N", "C", "O", "C", "C", "C", "C", "C", "C", "C", "C", "C", "C", "C", "C", "C", "C", "C", "C", "H", "H", "H", "H", "H", "H", "H", "H", "H", "H", "H", "H", "H", "H", "H", "H", "H", "H", "H", "H", "H", "H", "H"], "xyz": [[1.507, 0.329, 0.653], [-1.913, 2.134, -2.153], [-0.247, 2.215, -2.556], [0.238, 2.995, -3.594], [1.603, 3.158, -3.754], [2.173, 4.105, -5.075], [2.523, 2.639, -2.813], [3.909, 2.878, -2.827], [4.669, 2.407, -1.758], [4.096, 1.707, -0.730], [2.758, 1.332, -0.704], [1.998, 1.840, -1.766], [0.627, 1.541, -1.704], [0.224, 0.642, -0.769], [-0.458, 3.482, -4.254], [4.351, 3.449, -3.623], [5.725, 2.615, -1.713], [4.692, 1.430, 0.134], [1.894, -2.021, 3.741], [2.705, -1.169, 5.427], [2.874, 1.562, 2.702], [3.193, -0.222, 5.322], [2.524, -1.629, 6.373], [3.112, -2.411, -0.259], [1.641, -1.860, -0.954], [1.962, -2.070, -2.752], [2.373, -3.317, -3.226], [2.690, -3.479, -4.563], [2.605, -2.407, -5.439], [2.193, -1.169, -4.976], [1.870, -1.000, -3.639], [0.599, -3.305, -0.568], [0.724, -3.907, 0.682], [-0.119, -4.942, 1.041], [-1.093, -5.379, 0.157], [-1.198, -4.807, -1.100], [-0.363, -3.765, -1.462], [3.975, -1.282, 0.687], [5.473, -1.027, -0.349], [5.376, -1.110, -1.736], [6.506, -0.973, -2.521], [7.735, -0.720, -1.934], [7.831, -0.608, -0.556], [6.706, -0.754, 0.235], [4.742, -2.318, 1.989], [4.744, -3.707, 1.925], [5.338, -4.440, 2.937], [5.930, -3.799, 4.013], [5.936, -2.414, 4.077], [5.337, -1.673, 3.074], [3.617, -3.170, -0.713], [2.428, -4.160, -2.550], [3.005, -4.445, -4.924], [2.862, -2.539, -6.479], [2.126, -0.328, -5.650], [1.540, -0.030, -3.292], [1.492, -3.568, 1.367], [-0.020, -5.402, 2.012], [-1.771, -6.165, 0.447], [-1.939, -5.169, -1.794], [-0.422, -3.328, -2.452], [4.419, -1.290, -2.208], [6.429, -1.061, -3.594], [8.615, -0.611, -2.550], [8.784, -0.404, -0.093], [6.791, -0.672, 1.308], [4.272, -4.222, 1.102], [5.326, -5.517, 2.888], [6.389, -4.382, 4.795], [6.395, -1.912, 4.914], [5.314, -0.592, 3.145], [0.555, 2.475, 0.890], [-0.329, 3.702, 1.123], [-0.519, 4.712, -0.369], [0.592, 5.033, -1.142], [0.449, 5.872, -2.232], [-0.793, 6.395, -2.552], [-1.901, 6.075, -1.785], [-1.766, 5.238, -0.693], [0.382, 4.688, 2.472], [1.239, 5.756, 2.237], [1.753, 6.462, 3.311], [1.418, 6.109, 4.606], [0.563, 5.045, 4.838], [0.046, 4.331, 3.775], [-1.978, 3.211, 1.684], [-2.796, 4.185, 2.253], [-4.035, 3.840, 2.756], [-4.434, 2.513, 2.748], [-3.611, 1.542, 2.205], [-2.399, 1.891, 1.632], [1.563, 4.623, -0.899], [1.305, 6.124, -2.835], [-0.898, 7.054, -3.398], [-2.872, 6.476, -2.030], [-2.633, 4.992, -0.099], [1.499, 6.034, 1.225], [2.412, 7.296, 3.140], [1.819, 6.669, 5.436], [0.297, 4.775, 5.847], [-0.623, 3.498, 3.945], [-2.443, 5.205, 2.309], [-4.681, 4.595, 3.174], [-5.385, 2.231, 3.171], [-3.913, 0.510, 2.254], [-1.760, 1.146, 1.158], [-6.481, -5.930, -0.859], [-5.553, -4.760, -0.917], [-4.813, -4.472, -2.054], [-3.936, -3.397, -2.111], [-3.225, -3.140, -3.402], [-3.793, -2.561, -1.002], [-2.451, -0.869, -1.121], [0.290, -0.700, 1.554], [-0.905, -1.117, 1.866], [-1.679, -1.678, 1.037], [-1.336, -0.843, 3.267], [-0.923, 0.361, 3.837], [-1.246, 0.664, 5.145], [-1.957, -0.253, 5.905], [-2.357, -1.458, 5.348], [-2.064, -1.750, 4.026], [-4.102, 0.306, -1.978], [-5.016, 0.868, -1.096], [-6.001, 1.735, -1.535], [-6.102, 2.022, -2.887], [-5.206, 1.453, -3.769], [-4.177, 0.619, -3.335], [-3.173, 0.177, -4.357], [-4.577, -2.800, 0.126], [-4.594, -1.888, 1.308], [-5.419, -3.902, 0.163], [-6.445, -6.505, -1.780], [-7.505, -5.592, -0.700], [-6.221, -6.584, -0.028], [-4.931, -5.091, -2.931], [-3.856, -2.535, -4.051], [-3.003, -4.069, -3.923], [-2.299, -2.592, -3.226], [-0.353, 1.060, 3.224], [-0.935, 1.607, 5.572], [-2.181, -0.029, 6.938], [-2.905, -2.177, 5.937], [-2.369, -2.691, 3.595], [-4.935, 0.647, -0.041], [-6.672, 2.197, -0.826], [-6.859, 2.702, -3.247], [-5.265, 1.679, -4.825], [-2.761, 1.052, -4.861], [-3.644, -0.441, -5.121], [-2.351, -0.382, -3.903], [-3.886, -1.080, 1.145], [-4.312, -2.424, 2.213], [-5.594, -1.474, 1.441], [-5.992, -4.076, 1.063]], "e_tot_ha": -6161.5135, "spin_multiplicity": 2, "charge": 2, "s2": 0.757}

=====

2.
{"formula": "C17H20Cl2N2S", "method": "ωB97M-V/def2-TZVPD", "symbols": ["Cl", "Cl", "S", "C", "C", "C", "C", "C", "C", "C", "C", "C", "C", "C", "C", "N", "N", "C", "C", "C", "C", "C", "H", "H", "H", "H", "H", "H", "H", "H", "H", "H", "H", "H", "H", "H", "H", "H", "H", "H", "H", "H"], "xyz": [[0.775, -7.114, 0.171], [-3.135, 1.291, -4.129], [2.046, -1.056, -1.310], [-0.042, -4.605, -0.823], [2.178, -4.837, -0.092], [-0.492, 0.607, -4.057], [0.209, -3.249, -1.109], [2.489, -3.426, -0.313], [0.635, -0.041, -3.482], [-1.576, 0.614, -1.921], [0.924, -5.462, -0.342], [-1.669, 0.716, -3.331], [1.433, -2.617, -0.760], [0.626, -0.313, -2.091], [-0.459, 0.153, -1.326], [-0.227, 0.131, 0.077], [-2.721, 1.948, 3.656], [-1.847, 2.252, 4.712], [-3.221, 3.095, 2.869], [-1.197, -0.409, 1.007], [-2.606, 0.687, 2.862], [-1.434, 0.711, 1.906], [-0.883, -5.180, -1.016], [2.897, -5.497, 0.356], [-0.635, 0.813, -5.106], [-0.645, -2.693, -1.574], [3.462, -3.021, -0.105], [1.515, -0.275, -4.109], [-2.357, 1.049, -1.283], [0.766, 0.061, 0.324], [-0.786, 2.435, 4.378], [-2.207, 3.067, 5.261], [-1.849, 1.447, 5.368], [-3.793, 3.738, 3.456], [-3.863, 2.761, 2.056], [-2.377, 3.732, 2.433], [-2.086, -0.789, 0.477], [-0.749, -1.287, 1.570], [-2.444, -0.142, 3.509], [-3.574, 0.645, 2.353], [-1.586, 1.622, 1.286], [-0.538, 0.770, 2.550]], "smiles": "CN(C)CCCNc1cc(Cl)ccc1Sc1ccc(Cl)cc1", "e_tot_ha": -2087.7906}

=====

3.
{"formula": "C8H14Cl3GaN3O3Si", "method": "ωB97M-V/def2-TZVPD", "symbols": ["Ga", "C", "O", "C", "C", "O", "C", "C", "O", "C", "H", "H", "H", "H", "H", "H", "H", "H", "H", "H", "H", "H", "H", "H", "Cl", "Si", "Cl", "Cl", "N", "C", "N", "C", "N"], "xyz": [[0.064, 0.479, -0.862], [-3.240, 0.343, -1.056], [-2.116, 0.458, -0.159], [-2.253, -0.342, 1.021], [-1.122, 0.096, 1.943], [0.128, -0.181, 1.289], [1.326, -0.072, 2.057], [2.425, 0.483, 1.149], [2.218, -0.126, -0.156], [3.249, 0.072, -1.129], [-4.133, 0.674, -0.536], [-3.334, -0.693, -1.418], [-3.098, 1.035, -1.883], [-2.175, -1.430, 0.833], [-3.241, -0.124, 1.480], [-1.129, -0.447, 2.903], [-1.217, 1.201, 2.064], [1.518, -1.092, 2.423], [1.162, 0.635, 2.897], [3.402, 0.258, 1.576], [2.292, 1.568, 1.005], [3.118, 1.067, -1.583], [3.215, -0.686, -1.928], [4.210, -0.017, -0.600], [-1.512, 3.569, -1.990], [0.306, 2.865, -1.119], [1.881, 3.593, -2.374], [0.553, 4.142, 0.610], [0.088, -1.365, -1.424], [0.149, -2.537, -1.419], [0.152, -3.828, -1.463], [-0.965, -4.457, -1.199], [-1.922, -5.143, -0.954]], "e_tot_ha": -4297.9229, "charge": 1}